{"formula": "C38H76Cl4O23", "method": "ωB97M-V/def2-TZVPD", "symbols": ["C", "C", "O", "C", "O", "O", "C", "H", "H", "H", "H", "H", "H", "H", "H", "C", "C", "O", "C", "O", "O", "C", "H", "H", "H", "H", "H", "H", "H", "H", "C", "C", "O", "C", "O", "O", "C", "H", "H", "H", "H", "H", "H", "H", "H", "C", "C", "O", "C", "O", "O", "C", "H", "H", "H", "H", "H", "H", "H", "H", "C", "C", "O", "C", "O", "O", "C", "H", "H", "H", "H", "H", "H", "H", "H", "C", "C", "O", "C", "C", "O", "H", "H", "H", "H", "H", "H", "H", "H", "C", "C", "O", "C", "C", "O", "H", "H", "H", "H", "H", "H", "H", "H", "C", "C", "O", "C", "C", "O", "H", "H", "H", "H", "H", "H", "H", "H", "C", "C", "O", "C", "C", "O", "H", "H", "H", "H", "H", "H", "H", "H", "Cl", "C", "Cl", "H", "H", "Cl", "C", "Cl", "H", "H"], "coordinates": [[-1.445637, 3.087878, -2.235649], [-2.178507, 3.866911, -1.150132], [-2.317661, 5.264582, -1.399216], [-1.220057, 5.977135, -1.294495], [-0.139179, 5.547993, -0.984816], [-1.510009, 7.223724, -1.585506], [-0.438056, 8.136325, -1.492402], [-1.920941, 3.289203, -3.199909], [-1.533832, 2.025849, -2.015556], [-0.402602, 3.381770, -2.345226], [-1.685905, 3.753234, -0.184484], [-3.197895, 3.487686, -1.151751], [0.092361, 8.191994, -2.440420], [0.261954, 7.976926, -0.673452], [-0.877834, 9.110982, -1.276769], [-4.080702, 2.554041, 1.940004], [-4.072903, 3.696268, 2.967198], [-5.437377, 4.008833, 3.206358], [-5.702233, 4.983384, 4.071952], [-4.899457, 5.576448, 4.736298], [-7.016000, 5.174748, 4.106956], [-7.563934, 6.159562, 4.961889], [-4.806910, 1.756861, 2.109104], [-3.135258, 2.022827, 1.821590], [-4.313216, 3.046684, 0.993412], [-3.592905, 4.497919, 2.394813], [-3.407074, 3.500424, 3.805756], [-7.612718, 5.780932, 5.982280], [-8.572282, 6.321683, 4.594146], [-7.011273, 7.096075, 4.937322], [4.743924, -0.368494, 4.168017], [5.475826, 0.923325, 4.067398], [4.540405, 2.004631, 4.102028], [4.995781, 3.205927, 3.760459], [6.103830, 3.469264, 3.340063], [4.003910, 4.101608, 3.909582], [4.331666, 5.465213, 3.801215], [3.995706, -0.541810, 3.391175], [4.189153, -0.544112, 5.092582], [5.515827, -1.140994, 4.113670], [6.068850, 1.015619, 3.157557], [6.174340, 1.008387, 4.903621], [3.390127, 5.972375, 3.663531], [4.993275, 5.612414, 2.941487], [4.947995, 5.793052, 4.637597], [-6.222209, -3.002056, -2.563327], [-5.045869, -3.326650, -1.655940], [-3.968101, -2.425234, -1.909903], [-3.175312, -2.724423, -2.930980], [-2.955103, -3.809774, -3.352609], [-2.615761, -1.602779, -3.328613], [-1.726063, -1.667818, -4.447656], [-7.111236, -3.591682, -2.346425], [-5.956219, -3.215168, -3.605838], [-6.447726, -1.935631, -2.532576], [-4.704669, -4.354458, -1.786219], [-5.385453, -3.225728, -0.625650], [-1.361741, -0.656578, -4.592819], [-2.271164, -1.961094, -5.347020], [-0.909545, -2.368521, -4.284435], [8.948941, -0.560960, -3.208381], [8.105690, -1.816574, -3.356198], [7.225411, -1.888293, -2.246071], [6.245243, -2.784219, -2.339926], [6.199085, -3.650117, -3.151277], [5.346688, -2.497502, -1.429718], [4.174872, -3.332334, -1.388015], [9.690971, -0.524495, -4.005219], [9.533937, -0.622376, -2.283805], [8.337272, 0.334851, -3.123823], [8.766059, -2.682375, -3.433768], [7.546559, -1.755267, -4.292007], [4.250720, -4.209801, -2.019811], [3.350476, -2.696648, -1.698203], [3.998052, -3.605140, -0.350498], [1.811541, -5.788162, 2.525691], [1.725691, -6.149024, 1.072599], [0.807592, -5.251812, 0.420319], [0.799488, -5.228147, -0.927039], [-0.376169, -4.467530, -1.457622], [1.609285, -5.793239, -1.576091], [0.835868, -5.737982, 2.999287], [2.388931, -4.874860, 2.676685], [2.427086, -6.544895, 3.022073], [2.700915, -6.102283, 0.576875], [1.420079, -7.193189, 0.937652], [-1.201000, -4.376773, -0.758917], [-0.788231, -5.053861, -2.283684], [-0.051107, -3.515598, -1.869091], [-7.306214, -4.401723, 1.760304], [-6.190296, -4.816090, 2.671933], [-4.949342, -4.755491, 1.924694], [-3.829604, -4.945147, 2.621367], [-2.572913, -4.875022, 1.799034], [-3.820282, -5.274160, 3.776071], [-8.170255, -4.102266, 2.358254], [-7.556327, -5.122210, 0.987594], [-7.078149, -3.471686, 1.223477], [-6.124761, -4.306445, 3.631947], [-6.353147, -5.866934, 2.949090], [-2.319119, -5.858256, 1.417409], [-1.768984, -4.499748, 2.431540], [-2.641503, -4.101776, 1.030394], [-2.518304, -0.949648, 0.386637], [-1.164240, -1.204965, -0.231355], [-0.187755, -1.371655, 0.809377], [1.086407, -1.600597, 0.490263], [1.970697, -1.850266, 1.678538], [1.459720, -1.782189, -0.638950], [-3.059546, -1.860399, 0.636042], [-3.121154, -0.371610, -0.315720], [-2.453022, -0.337070, 1.287805], [-1.182695, -2.092469, -0.854408], [-0.847638, -0.382173, -0.875088], [2.274498, -0.885023, 2.095343], [2.856559, -2.359391, 1.320419], [1.420948, -2.369144, 2.457807], [2.821277, 2.152260, -7.492341], [3.332423, 3.094105, -6.429729], [3.324730, 2.505004, -5.145675], [2.247224, 2.670425, -4.349710], [2.398449, 1.943369, -3.038659], [1.295373, 3.356224, -4.598529], [2.842661, 2.674224, -8.447478], [1.823273, 1.801024, -7.230888], [3.434562, 1.252858, -7.586342], [4.327817, 3.454323, -6.685783], [2.703603, 3.987597, -6.426209], [1.475586, 1.448028, -2.745086], [2.587968, 2.707663, -2.274576], [3.258514, 1.298092, -2.942377], [0.338099, 2.717766, 1.784736], [1.622986, 3.420087, 0.800675], [2.953921, 2.312517, 0.498454], [1.191879, 3.596776, -0.179533], [1.943847, 4.378073, 1.185770], [-0.778227, -1.349760, 3.911777], [-0.165615, 0.191979, 4.530254], [-1.454032, 1.386232, 4.708846], [0.306973, 0.016542, 5.489285], [0.606806, 0.559124, 3.862084]], "forces_ev_per_a": [[0.0, 0.7, -0.2], [0.2, -0.7, -0.2], [-0.7, -0.1, -0.4], [0.3, -0.5, 0.0], [0.5, 0.0, 0.2], [-0.2, 0.5, 0.2], [0.3, 1.4, 0.1], [0.0, -0.2, 0.0], [0.1, -0.1, 0.0], [0.0, -0.1, 0.1], [-0.2, -0.2, 0.1], [-0.1, 0.2, 0.4], [0.1, -0.1, 0.0], [-0.1, -0.6, -0.1], [-0.2, -0.1, -0.3], [-0.2, 0.0, -0.2], [1.1, -0.6, -1.7], [-0.2, -0.1, 0.3], [0.0, 0.2, 0.5], [0.3, 0.2, 0.1], [-0.2, -0.6, -0.8], [-0.1, 0.2, 0.3], [-0.2, 0.3, 0.3], [0.3, 0.4, 0.2], [-0.1, -0.5, -0.1], [-0.2, 0.4, 0.5], [-0.8, 0.0, 0.6], [0.1, 0.1, 0.0], [0.0, 0.0, 0.0], [0.2, -0.1, 0.0], [-0.4, -1.0, 0.0], [0.4, 0.5, 0.0], [-0.4, 0.4, 0.2], [0.6, 0.6, -0.6], [-0.7, -0.3, 0.5], [-0.2, -1.3, 0.5], [1.3, 0.1, -0.9], [0.4, 0.2, -0.3], [0.3, 0.4, 0.2], [-0.2, -0.2, -0.1], [-0.1, -0.2, -0.1], [-0.1, 0.2, 0.0], [0.0, 0.4, 0.3], [-0.3, 0.1, -0.2], [-0.5, 0.1, 0.4], [0.5, 0.0, -0.8], [-0.8, -0.6, 0.0], [-0.7, 0.4, 0.6], [0.1, 0.5, 0.7], [0.1, -1.5, -0.9], [0.4, 1.0, -0.3], [-0.2, -0.1, -0.3], [0.0, 0.0, 0.2], [0.0, -0.1, 0.1], [-0.1, 0.0, 0.3], [0.0, 0.1, -0.1], [0.6, 0.3, 0.1], [0.1, 0.0, 0.1], [0.0, -0.1, 0.1], [0.0, 0.0, 0.1], [0.3, -0.5, 0.8], [0.7, 0.5, -0.7], [0.2, 0.4, 0.3], [0.3, 0.7, 0.0], [-0.1, -1.2, -1.0], [-0.4, -0.2, 0.8], [-0.4, 0.4, 0.0], [-0.3, 0.3, -0.2], [-0.1, 0.0, 0.0], [0.0, 0.1, -0.4], [-0.2, -0.2, 0.2], [-0.2, -0.2, 0.1], [0.2, 0.0, 0.0], [-0.1, -0.2, -0.1], [0.2, -0.1, 0.0], [0.8, -0.1, 0.2], [0.5, -0.2, -0.6], [-0.3, -0.1, 0.6], [-1.1, 0.5, 1.2], [-0.3, -0.6, -0.8], [1.3, -0.8, -1.2], [0.0, 0.1, 0.1], [-0.4, 0.3, -0.1], [-0.3, -0.1, 0.0], [-0.1, 0.2, 0.1], [-0.4, 0.2, 0.0], [0.3, 0.3, 0.3], [0.2, 0.1, -0.1], [0.0, 0.1, 0.1], [-0.2, 1.5, -0.2], [0.1, -1.5, -0.1], [-0.4, 0.7, -0.1], [0.5, -0.9, 0.1], [0.1, 1.3, 0.1], [-0.2, 0.2, 0.5], [-0.2, -0.5, -0.1], [-0.1, -0.3, 0.2], [0.3, -0.1, 0.1], [0.2, 0.5, -0.3], [0.2, 0.1, 0.0], [0.0, 0.0, -0.2], [0.0, -0.4, 0.2], [-0.2, -0.5, -0.4], [-0.2, 0.5, 0.2], [0.2, 0.2, -0.3], [-0.1, 0.3, 0.6], [-0.3, -1.3, -0.1], [-0.2, 0.9, 0.1], [0.0, 0.5, -0.7], [0.1, 0.0, 0.0], [-0.1, -0.2, -0.1], [0.2, -0.1, 0.0], [0.0, -0.1, 0.0], [0.0, 0.1, 0.1], [0.0, 0.0, 0.0], [0.0, -0.2, 0.2], [0.1, -0.2, 0.0], [0.2, -0.5, 0.2], [-0.6, 0.9, -0.8], [0.3, -0.4, 0.5], [0.3, -0.3, 0.4], [0.2, 0.6, 0.6], [-0.2, 0.1, -0.5], [-0.3, -0.1, -0.1], [-0.2, 0.2, -0.2], [0.2, 0.1, 0.1], [0.3, -0.3, 0.4], [-0.1, -0.1, 0.2], [0.0, -0.1, -0.2], [-0.2, 0.1, -0.2], [0.1, -0.4, -0.4], [0.0, 0.0, 0.3], [-0.5, 0.1, -1.1], [0.4, -0.1, 0.4], [-0.2, 0.1, 0.1], [0.2, -0.2, 0.4], [0.0, 0.1, 0.2], [0.4, -0.2, 0.1], [0.1, 0.0, 0.0], [-0.3, 0.0, 0.2], [-0.3, 0.1, -0.3]], "e_homo_ev": -10.3, "smiles": "CCOC(=O)OC.CCOC(=O)OC.CCOC(=O)OC.CCOC(=O)OC.CCOC(=O)OC.CCOC(C)=O.CCOC(C)=O.CCOC(C)=O.CCOC(C)=O.ClCCl.ClCCl"}